Computed, not measured: a molecular structure, C27H23ClO3PPd, with ωB97M-V/def2-TZVPD.

## Properties
Largest force on an atom in Eh/bohr: 0.0109
Total charge: -1
Kohn-Sham gap in eV: 6.118
2S+1: 1

Atoms and positions in Å:
1 Pd 0.00 -0.34 0.02
2 C -3.09 5.26 3.12
3 O -4.02 4.20 3.04
4 C -3.71 3.15 2.22
5 C -4.70 2.14 2.16
6 C -4.44 1.05 1.38
7 C -3.27 0.88 0.60
8 C -3.07 -0.34 -0.15
9 C -3.97 -1.55 0.08
10 O -2.15 -0.53 -0.95
11 C -2.26 1.94 0.63
12 O -1.18 1.91 0.02
13 C -2.55 3.07 1.51
14 H -3.52 6.00 3.78
15 H -2.91 5.70 2.14
16 H -2.14 4.92 3.53
17 H -5.61 2.24 2.73
18 H -5.19 0.27 1.36
19 H -5.01 -1.34 0.34
20 H -3.53 -2.12 0.90
21 H -3.95 -2.17 -0.82
22 H -1.78 3.82 1.55
23 Cl 2.22 0.81 -0.04
24 C 2.79 0.80 1.62
25 C 3.94 1.53 1.87
26 C 4.47 1.57 3.15
27 C 3.83 0.88 4.17
28 C 2.69 0.14 3.89
29 C 2.13 0.08 2.61
30 P 0.55 -0.83 2.25
31 C 1.20 -2.25 1.29
32 C 2.55 -2.62 1.25
33 C 3.00 -3.59 0.36
34 C 2.10 -4.21 -0.51
35 C 0.76 -3.87 -0.47
36 C 0.30 -2.91 0.43
37 C 0.29 -1.62 3.91
38 C 0.76 -2.88 4.27
39 C 0.49 -3.42 5.53
40 C -0.24 -2.69 6.45
41 C -0.73 -1.43 6.11
42 C -0.47 -0.91 4.85
43 H 4.42 2.05 1.05
44 H 5.36 2.15 3.35
45 H 4.22 0.90 5.18
46 H 2.22 -0.41 4.69
47 H 3.26 -2.13 1.90
48 H 4.05 -3.85 0.34
49 H 2.46 -4.95 -1.22
50 H 0.06 -4.34 -1.15
51 H -0.76 -2.69 0.48
52 H 1.33 -3.46 3.56
53 H 0.86 -4.40 5.78
54 H -0.45 -3.10 7.43
55 H -1.32 -0.86 6.82
56 H -0.88 0.05 4.57

Charges in e, computed with natural (NBO), in the same order as the atoms:
1. Pd 0.2234
2. C -0.2484
3. O -0.5100
4. C 0.3150
5. C -0.3814
6. C -0.1125
7. C -0.3601
8. C 0.5563
9. C -0.7009
10. O -0.6573
11. C 0.4679
12. O -0.7093
13. C -0.3993
14. H 0.1795
15. H 0.1755
16. H 0.1747
17. H 0.2045
18. H 0.1878
19. H 0.2014
20. H 0.2217
21. H 0.2196
22. H 0.2061
23. Cl 0.0269
24. C -0.0141
25. C -0.2369
26. C -0.2151
27. C -0.2457
28. C -0.1400
29. C -0.3689
30. P 0.8276
31. C -0.3554
32. C -0.1796
33. C -0.2400
34. C -0.2308
35. C -0.2154
36. C -0.2239
37. C -0.3442
38. C -0.2238
39. C -0.2076
40. C -0.2293
41. C -0.2390
42. C -0.1450
43. H 0.2214
44. H 0.2061
45. H 0.2055
46. H 0.2127
47. H 0.2057
48. H 0.2009
49. H 0.2006
50. H 0.2083
51. H 0.2351
52. H 0.2221
53. H 0.2021
54. H 0.2025
55. H 0.2065
56. H 0.2163